Entry 1:
C3H10N2S | ωB97M-V/def2-TZVPD

## Properties
Energy above the lowest of the compared OMol25 structures with the same formula, charge and spin: 1.4 kJ/mol
Spin multiplicity: 1
HOMO-LUMO gap: 9.80 eV
SMILES: NC[C@@H](N)CS
E_HOMO: -9.0 eV

Last column: natural (NBO) charge in e.
Atoms and positions in Å:
N  -2.453  -0.099  -0.354  -0.82
C  -1.282  -0.267  0.483  -0.22
C  0.072  -0.241  -0.227  -0.09
N  0.181  0.962  -1.046  -0.84
C  1.209  -0.385  0.782  -0.53
S  2.820  -0.705  0.000  -0.04
H  -2.426  0.807  -0.807  0.37
H  -2.474  -0.806  -1.078  0.35
H  -1.291  0.505  1.268  0.18
H  -1.362  -1.205  1.047  0.19
H  0.126  -1.078  -0.925  0.19
H  0.970  0.862  -1.678  0.37
H  0.370  1.759  -0.432  0.34
H  1.295  0.530  1.378  0.21
H  0.972  -1.186  1.486  0.22
H  3.273  0.549  0.102  0.12

***

Entry 2:
C7H11N6 | ωB97M-V/def2-TZVPD

## Properties
Total charge: +1
Energy above the lowest of the compared OMol25 structures with the same formula, charge and spin: 297.7 kJ/mol
Spin multiplicity: 1
HOMO-LUMO gap: 9.07 eV
E_HOMO: -12.1 eV

Last column: natural (NBO) charge in e.
Atoms and positions in Å:
C  -1.835  -1.126  0.650  -0.33
C  -3.210  -0.949  0.816  -0.03
C  -1.495  0.059  -0.083  0.07
C  0.497  1.704  0.440  -0.30
C  1.654  1.543  0.997  -0.11
C  1.932  -0.624  -0.062  0.69
C  -0.260  0.320  -0.794  0.40
N  -3.601  0.207  0.320  -0.22
N  -2.587  0.735  -0.297  -0.32
N  2.347  0.370  0.671  -0.53
N  0.741  -0.635  -0.624  -0.59
N  2.652  -1.780  0.009  -0.78
N  -0.243  0.798  -2.004  -0.80
H  -1.184  -1.731  1.232  0.24
H  -3.910  -1.499  1.286  0.22
H  -0.236  2.477  0.739  0.22
H  2.208  2.081  1.847  0.24
H  -2.659  1.735  -0.429  0.42
H  3.256  0.346  0.912  0.41
H  0.373  -1.570  -0.956  0.43
H  3.521  -1.890  0.448  0.42
H  2.479  -2.674  -0.477  0.43
H  0.659  0.809  -2.360  0.41
H  -1.100  1.293  -2.279  0.42

***

Entry 3:
C3H2NO3 | ωB97M-V/def2-TZVPD

## Properties
Total charge: -1
Energy above the lowest of the compared OMol25 structures with the same formula, charge and spin: 282.8 kJ/mol
Spin multiplicity: 1
HOMO-LUMO gap: 8.41 eV
E_HOMO: -4.2 eV

Last column: natural (NBO) charge in e.
Atoms and positions in Å:
C  -1.658  0.604  0.147  0.64
C  1.717  -0.095  -0.214  0.58
C  -0.137  -1.571  0.536  0.34
N  0.935  -1.037  0.291  -0.67
O  -1.232  1.132  1.151  -0.70
O  2.100  0.918  0.262  -0.57
O  -1.419  -0.504  -0.413  -0.69
H  -2.341  1.180  -0.449  0.02
H  2.034  -0.628  -1.309  0.05

***

Entry 4:
C7H28ClN14O7 | ωB97M-V/def2-TZVPD

## Properties
Total charge: -1
Energy above the lowest of the compared OMol25 structures with the same formula, charge and spin: 87.2 kJ/mol
Spin multiplicity: 1
HOMO-LUMO gap: 8.88 eV
E_HOMO: -6.5 eV

Last column: natural (NBO) charge in e.
Atoms and positions in Å:
Cl  1.300  -22.986  15.368  -0.90
C  0.803  -19.764  12.560  0.77
O  1.793  -19.321  13.134  -0.66
N  0.266  -20.984  12.785  -0.86
N  0.180  -18.995  11.604  -0.86
H  0.665  -21.582  13.496  0.44
H  -0.605  -21.144  12.314  0.39
H  0.463  -18.100  11.265  0.40
H  -0.647  -19.361  11.162  0.36
C  2.057  -25.761  18.526  0.76
O  2.185  -26.822  19.157  -0.71
N  1.983  -25.791  17.170  -0.84
N  2.227  -24.535  19.064  -0.84
H  1.848  -24.900  16.709  0.41
H  1.761  -26.627  16.669  0.40
H  1.892  -23.710  18.597  0.40
H  2.449  -24.556  20.043  0.40
C  -2.590  -20.235  15.805  0.77
O  -2.249  -19.271  16.489  -0.68
N  -3.901  -20.579  15.650  -0.86
N  -1.737  -21.059  15.162  -0.85
H  -4.596  -20.059  16.151  0.39
H  -4.190  -21.501  15.366  0.39
H  -2.064  -21.822  14.597  0.40
H  -0.752  -20.951  15.325  0.42
C  2.636  -20.197  17.808  0.77
O  3.081  -19.396  18.631  -0.69
N  1.457  -20.195  17.140  -0.87
N  3.407  -21.176  17.252  -0.88
H  1.364  -21.043  16.593  0.41
H  0.850  -19.395  17.155  0.42
H  2.950  -21.913  16.733  0.41
H  4.395  -21.073  17.387  0.40
C  -2.930  -24.271  16.093  0.79
O  -3.082  -23.848  14.937  -0.74
N  -1.793  -23.996  16.792  -0.83
N  -3.857  -24.950  16.811  -0.84
H  -1.824  -24.343  17.730  0.38
H  -0.967  -23.618  16.356  0.45
H  -4.674  -25.166  16.262  0.41
H  -3.605  -25.447  17.640  0.39
C  -0.811  -24.917  11.948  0.77
O  -1.638  -25.743  11.554  -0.68
N  0.529  -24.914  11.700  -0.86
N  -1.172  -23.893  12.752  -0.85
H  0.960  -25.424  10.950  0.39
H  1.213  -24.423  12.247  0.39
H  -0.439  -23.410  13.239  0.40
H  -2.144  -23.844  13.006  0.43
C  4.460  -25.942  14.175  0.77
O  4.876  -25.588  15.272  -0.65
N  4.854  -27.155  13.684  -0.86
N  3.549  -25.254  13.444  -0.86
H  4.510  -27.465  12.794  0.38
H  5.398  -27.720  14.305  0.41
H  3.124  -25.625  12.613  0.37
H  3.030  -24.490  13.850  0.43